The following is a DFT calculation (ωB97M-V/def2-TZVPD) of a cluster of 2 separate species, CN3O2S in total at a distorted geometry.

```
7
Properties=species:S:1:pos:R:3:forces:R:3
C 2.60490 -0.10425 0.13437 0.6 -0.5 0.4
N 3.52906 -0.71388 0.48008 0.4 -0.4 0.3
N -1.33368 0.91708 0.45308 1.6 1.0 0.6
N -1.79188 -0.05847 -0.12494 -0.9 -0.9 -0.3
O -1.43720 -0.85527 -0.94634 0.1 -0.3 -0.3
O -2.96772 0.00029 0.44757 -0.2 0.0 -0.1
S 1.39651 0.81450 -0.44382 -1.6 1.1 -0.5
```
Positions in Å, forces in eV/Å.

Results
- total charge = -1
- multiplicity = 1
- gap between HOMO and LUMO (spin up / spin down) (eV) = 6.864 / 5.625
- energy above the lowest of the compared OMol25 structures with the same formula, charge and spin (eV) = 2.456
- DFT total energy (Eh) = -750.89124
- HOMO level (spin up / spin down) (eV) = -4.66 / -4.26


The following is a DFT calculation (ωB97M-V/def2-TZVPD) of a structure of composition C42H31BrN2O4PtSi at a distorted geometry.

```
82
Properties=species:S:1:pos:R:3:forces:R:3
Pt 11.68591 12.34878 13.69666 -0.2 1.2 -0.6
O 13.07715 13.98203 9.48138 0.5 -0.3 0.7
C 12.88977 15.26052 9.85569 -0.8 0.0 -1.6
C 12.60538 16.20290 8.81941 -0.2 -1.2 -0.6
C 12.23388 17.47199 9.16547 0.0 0.5 -0.4
C 12.21814 17.92871 10.48204 0.1 -0.5 0.1
C 12.48836 17.02911 11.46273 -0.3 -0.8 1.4
C 12.76804 15.65048 11.17378 0.3 1.4 1.0
C 12.89178 14.68044 12.25174 -0.6 0.4 1.0
O 13.03310 13.45793 12.03222 0.2 -0.3 -0.2
N 12.77084 15.17472 13.56710 1.0 1.8 -3.0
N 12.74462 14.25200 14.41443 -0.9 -2.9 2.6
C 12.75369 14.61393 15.71487 0.3 0.5 -1.8
C 12.61144 13.78587 16.78482 0.1 -0.8 2.4
C 12.44890 14.52781 18.04152 0.1 -0.5 -2.1
C 12.45022 13.98801 19.24627 -0.2 -0.3 0.3
C 12.66052 12.59692 19.36009 0.5 -1.3 0.6
C 12.76528 11.76830 18.28529 0.6 0.7 -0.5
C 12.75273 12.28712 16.87187 -0.6 1.5 1.8
O 12.85532 11.56680 15.89116 0.2 -0.7 -1.0
H 13.20441 13.44165 10.31741 -0.3 0.5 -0.7
H 12.52931 15.83935 7.75024 0.3 0.5 1.5
H 11.88391 18.16406 8.42051 0.1 0.1 -0.5
H 11.91898 18.92862 10.73571 0.0 0.2 -0.1
H 12.35154 17.33191 12.52160 0.3 -0.4 -0.8
H 12.93525 15.68228 15.87189 -0.3 -0.2 0.1
H 12.29127 15.56447 17.92098 -0.1 1.1 0.0
H 12.28102 14.61387 20.08499 0.0 0.3 0.8
H 12.84656 12.18008 20.37259 -0.4 0.2 -0.8
H 13.06316 10.74317 18.47688 -0.3 -0.1 -0.4
Br 9.59755 11.85359 15.33728 -0.1 0.0 0.3
C 9.02185 10.49790 14.15962 0.3 -1.3 -0.8
C 7.77413 9.95083 14.29970 -0.5 0.8 -0.4
C 7.28687 8.97298 13.39764 -1.0 -0.1 2.3
C 8.15450 8.41814 12.55395 0.6 -0.5 -1.1
C 9.45287 8.90069 12.36410 0.7 0.8 0.8
C 10.29383 8.32529 11.38432 0.3 0.1 -0.1
C 11.54355 8.86293 11.20026 1.0 -0.6 -1.8
C 11.95847 10.02512 11.89807 1.6 -0.7 -0.7
C 11.19337 10.59184 12.86711 -0.6 -0.2 1.1
C 9.94073 9.98411 13.17301 -1.1 0.2 -0.1
H 7.05132 10.34479 14.99683 0.2 0.2 0.3
H 6.27280 8.55971 13.60759 0.9 0.4 -0.5
H 7.92010 7.58171 11.95458 -0.6 -0.8 -0.6
H 9.92078 7.48936 10.76768 0.3 0.5 0.5
H 12.21782 8.40679 10.38918 -1.0 0.8 1.4
H 12.98458 10.42372 11.73572 -0.9 -0.3 -0.1
O 10.22042 13.42304 12.67334 1.4 -0.7 0.2
Si 9.00735 14.39744 12.31476 -0.2 0.5 -1.1
C 8.64141 14.42543 10.41858 0.5 -0.3 0.2
C 9.60353 14.08925 9.44550 1.7 -0.1 2.0
C 9.44107 14.21159 8.10266 -0.7 0.4 0.0
C 8.20436 14.63162 7.62592 0.3 -0.3 0.8
C 7.20434 14.95248 8.51053 -0.5 0.5 0.7
C 7.45158 14.87908 9.90682 -2.2 0.6 -0.1
C 7.47496 13.90316 13.24823 -0.8 0.3 0.2
C 6.58971 12.98218 12.69260 -0.3 -0.4 -0.2
C 5.40106 12.67318 13.33701 -0.8 -1.2 0.0
C 5.11884 13.21339 14.59330 -0.7 -0.9 -1.0
C 5.93369 14.17528 15.12510 -0.5 -0.5 0.7
C 7.08382 14.49982 14.46627 1.6 1.3 -0.3
C 9.45415 16.11152 12.88230 0.2 -0.4 1.2
C 8.90801 17.26815 12.36247 0.5 -0.1 0.6
C 8.96447 18.45081 13.09055 0.1 -0.2 -0.6
C 9.63648 18.54331 14.27509 0.3 -0.8 0.6
C 10.18751 17.37948 14.81346 0.7 0.4 1.4
C 10.08513 16.18689 14.15861 -1.1 0.8 -1.7
H 10.60749 13.81576 9.80737 -0.5 -0.1 -0.2
H 10.29269 14.06492 7.47858 0.3 -0.3 -0.6
H 8.04818 14.67897 6.59333 -0.3 0.2 -1.5
H 6.23950 15.33640 8.12616 0.6 -0.4 0.4
H 6.61487 15.19317 10.59557 0.9 -0.4 -0.7
H 6.80185 12.43776 11.76645 0.1 0.4 0.2
H 4.70534 11.91882 12.87030 0.8 0.9 0.6
H 4.26247 12.86952 15.16057 -0.2 0.1 -0.2
H 5.59498 14.55324 16.08085 0.6 0.5 0.1
H 7.72751 15.29415 14.89109 -0.4 -0.5 -0.3
H 8.48345 17.25211 11.38457 -0.5 0.0 -0.5
H 8.48082 19.30148 12.70227 -0.4 1.0 -0.5
H 9.71189 19.46875 14.80365 0.0 0.4 0.2
H 10.69530 17.36957 15.80826 -0.4 0.3 -0.9
H 10.46942 15.32715 14.61703 0.4 -1.2 0.5
```
Positions in Å, forces in eV/Å.

Results
- multiplicity = 5
- gap between HOMO and LUMO (spin up / spin down) (eV) = 7.113 / 5.241
- energy above the lowest of the compared OMol25 structures with the same formula, charge and spin (eV) = 1.019
- DFT total energy (Eh) = -5012.23555
- HOMO level (spin up / spin down) (eV) = -7.47 / -8.41


The following is a DFT calculation (ωB97M-V/def2-TZVPD) of a structure of composition C2H13N2OPb at a distorted geometry.

```
19
Properties=species:S:1:pos:R:3:forces:R:3
C -2.10287 0.20950 -1.19884 -3.3 1.1 -2.0
Pb -0.55667 1.53145 -0.74610 2.5 -2.8 2.9
N 2.27985 0.54784 0.33299 0.2 0.1 0.0
N 0.61849 -0.96551 -1.75494 0.3 -0.2 -0.3
H 1.86095 -0.28580 0.75979 -0.1 0.5 -0.2
H 0.26918 3.09874 -0.63994 -0.4 -0.9 -0.2
H -2.97449 0.92992 -0.98533 0.8 -1.0 -0.8
H -2.38626 -0.67133 -0.64183 1.3 -0.1 0.7
H -2.03661 -0.04298 -2.29344 -0.2 0.5 1.1
H 0.49827 -1.59642 -0.94868 0.0 0.7 -0.1
H 1.62810 -0.91374 -1.93188 -0.4 0.0 0.2
H 0.25108 -1.49043 -2.55672 0.0 0.3 0.2
H 3.11916 0.24868 -0.16037 -0.1 0.1 0.0
H 2.63689 1.11803 1.10110 -0.2 -0.1 -0.1
C -0.62781 -0.35415 2.35892 -0.4 0.9 0.6
O -0.27902 -0.30519 1.00535 -0.1 1.0 -1.4
H -0.13106 -1.15267 2.95361 0.1 0.2 -0.7
H -1.71194 -0.51116 2.50848 0.2 0.1 0.0
H -0.35523 0.60523 2.83782 -0.2 -0.4 0.2
```
Positions in Å, forces in eV/Å.

Results
- total charge = +1
- multiplicity = 1
- gap between HOMO and LUMO (eV) = 6.923
- energy above the lowest of the compared OMol25 structures with the same formula, charge and spin (eV) = 4.516
- DFT total energy (Eh) = -461.17697
- HOMO level (eV) = -12.23